ORCA calculation (ωB97M-V with the def2-TZVPD basis set) on the molecule C2H3F2NO at a distorted geometry.

Last columns: bonded neighbours and bond lengths (Å).
Element x y z (Å)
1 F 0.466 -1.907 -0.255  C6 1.405
2 F 0.124 -0.683 -2.046  C6 1.347
3 O -0.891 0.909 1.326  N4 1.440, H9 1.008
4 N 0.480 1.139 0.948  O3 1.440, C5 1.338
5 C 0.679 0.285 -0.062  N4 1.338, C6 1.511, H7 1.211
6 C -0.182 -0.757 -0.736  F1 1.405, F2 1.347, C5 1.511, H8 1.113
7 H 1.605 0.311 -0.842  C5 1.211
8 H -1.274 -0.647 -0.555  C6 1.113
9 H -1.007 1.352 2.223  O3 1.008

Results
DFT total energy in a.u.: -407.6322
SMILES: O/N=C\C(F)F
Kohn-Sham gap in eV: 11.11

Mulliken atomic charge list, values in e, 8 entries:
1. F -0.25
2. F -0.24
3. O -0.40
4. N -0.35
5. C -0.07
6. C 0.48
7. H 0.25
8. H 0.24